C2H6N4 in the gas phase in a non-equilibrium geometry. Source: OMol25; level of theory: wB97M-V/def2-TZVPD.

Results
- LUMO level (Eh) = 0.0155
- relative energy (zero: lowest compared OMol25 entry of this formula, charge and spin) (kJ/mol) = 387.9
- HOMO energy (eV) = -9.21
- DFT total energy (eV) = -8128.0724
- molecular weight (g mol⁻¹) = 86.1
- structure (SMILES) = [H]/N=C(\N=N\[H])NC

ORCA input file:
```
! RIJCOSX wB97M-V def2-TZVPD def2/J DEFGRID3
* xyz 0 1
H 2.226 -0.286 -1.557
N 2.078 0.457 -0.870
C 1.031 0.167 -0.188
N 0.123 -0.850 -0.660
N 0.328 -1.976 -0.192
H -0.397 -2.636 -0.510
N 0.409 0.904 0.735
C -1.351 0.552 0.599
H 0.664 1.885 0.712
H -1.593 0.945 1.581
H -1.645 1.238 -0.191
H -1.874 -0.401 0.542
*
```

Atomic partial charges in e from the Löwdin method, atoms 1 to 2: 0.034, 0.117

=====

A molecular structure, C54H102IN3OS2 in a non-equilibrium geometry. Source: OMol25; level of theory: wB97M-V/def2-TZVPD.

Results
- LUMO level (Eh) = -0.0309
- HOMO energy (eV) = -6.93
- DFT total energy (eV) = -93938.3777
- molecular weight (g mol⁻¹) = 1000.5

ORCA input file:
```
! RIJCOSX wB97M-V def2-TZVPD def2/J DEFGRID3
* xyz 0 1
C 3.812 -3.963 4.632
O 3.981 -2.668 5.155
C 3.272 -1.676 4.432
C 4.190 -0.860 3.519
C 3.331 0.016 2.592
C 3.109 1.459 3.104
C 2.712 2.332 1.887
C 1.712 3.447 2.217
C 0.693 3.730 1.082
C 1.307 3.854 -0.328
C 0.700 2.912 -1.384
C 0.822 1.424 -1.066
C -0.129 0.556 -1.900
C -1.574 0.713 -1.325
C -2.151 -0.535 -0.683
C -3.487 -0.870 -0.757
C -4.503 0.022 -1.455
C -5.281 0.824 -0.379
C -4.366 1.818 0.357
C -4.561 3.270 -0.154
C -4.512 1.742 1.899
C -3.090 1.708 2.494
C -3.034 2.204 3.932
C -1.831 2.655 4.463
C -0.691 1.711 4.813
C -1.567 4.114 4.687
C -4.010 -2.092 -0.165
I -6.046 -2.632 -0.334
C -3.215 -2.976 0.516
N -3.777 -4.177 1.035
C -3.445 -4.551 2.148
S -2.965 -5.216 3.465
C -1.837 -2.639 0.639
N -0.925 -3.361 1.271
S 0.474 -2.577 1.182
N -0.002 -1.310 0.307
C -1.300 -1.432 0.057
H 4.189 -4.659 5.384
H 2.763 -4.219 4.452
H 4.422 -4.123 3.734
H 2.552 -2.176 3.772
H 2.678 -1.042 5.097
H 4.932 -0.284 4.069
H 4.695 -1.592 2.883
H 2.354 -0.433 2.389
H 3.812 0.114 1.614
H 4.012 1.832 3.586
H 2.239 1.454 3.763
H 2.196 1.645 1.210
H 3.599 2.672 1.349
H 1.129 3.148 3.091
H 2.230 4.390 2.410
H -0.126 3.008 1.139
H 0.267 4.709 1.322
H 2.388 3.704 -0.359
H 1.111 4.867 -0.691
H 1.257 3.076 -2.316
H -0.334 3.180 -1.624
H 1.850 1.056 -1.113
H 0.518 1.282 -0.025
H 0.141 -0.494 -1.886
H -0.133 0.915 -2.932
H -2.195 1.101 -2.124
H -1.533 1.486 -0.551
H -4.029 0.705 -2.153
H -5.178 -0.601 -2.042
H -5.660 0.113 0.353
H -6.126 1.303 -0.878
H -3.328 1.574 0.161
H -5.277 3.813 0.459
H -3.588 3.767 -0.141
H -4.871 3.226 -1.199
H -5.017 0.828 2.211
H -4.989 2.647 2.279
H -2.457 2.380 1.910
H -2.659 0.695 2.422
H -3.906 2.192 4.586
H 0.019 2.228 5.459
H -0.120 1.374 3.934
H -1.056 0.840 5.350
H -1.128 4.533 3.776
H -2.469 4.664 4.969
H -0.820 4.263 5.475
C 3.506 7.591 -0.463
C 2.485 8.149 -1.449
C 2.455 7.380 -2.769
C 3.754 7.407 -3.573
C 4.251 8.804 -3.946
C 3.280 9.565 -4.844
H 4.524 7.654 -0.849
H 3.477 8.150 0.474
H 3.289 6.544 -0.242
H 2.681 9.210 -1.626
H 1.490 8.093 -0.998
H 1.638 7.765 -3.386
H 2.205 6.333 -2.560
H 3.604 6.826 -4.489
H 4.544 6.891 -3.020
H 5.204 8.702 -4.471
H 4.459 9.389 -3.046
H 3.101 9.021 -5.774
H 3.683 10.546 -5.101
H 2.319 9.728 -4.354
C -9.149 -8.292 -3.670
C -7.959 -7.635 -4.363
C -6.981 -6.978 -3.389
C -7.567 -5.834 -2.560
C -8.155 -4.684 -3.379
C -7.118 -3.979 -4.245
H -9.745 -7.566 -3.115
H -9.806 -8.762 -4.404
H -8.814 -9.064 -2.975
H -8.316 -6.903 -5.092
H -7.419 -8.396 -4.932
H -6.112 -6.617 -3.946
H -6.598 -7.740 -2.702
H -6.782 -5.440 -1.907
H -8.342 -6.222 -1.892
H -8.590 -3.954 -2.690
H -8.979 -5.039 -4.004
H -6.313 -3.568 -3.631
H -7.576 -3.155 -4.796
H -6.676 -4.654 -4.980
C 0.753 1.679 -6.761
C 1.929 2.291 -7.518
C 2.952 2.960 -6.601
C 2.412 4.141 -5.791
C 1.816 5.274 -6.629
C 2.836 5.934 -7.552
H 0.190 2.435 -6.210
H 0.061 1.197 -7.454
H 1.099 0.925 -6.051
H 1.559 3.005 -8.259
H 2.435 1.501 -8.079
H 3.807 3.287 -7.199
H 3.344 2.215 -5.902
H 3.225 4.543 -5.178
H 1.653 3.789 -5.086
H 1.417 6.034 -5.950
H 0.966 4.914 -7.215
H 3.668 6.351 -6.980
H 2.372 6.748 -8.113
H 3.242 5.229 -8.279
C 3.100 -8.095 5.548
C 3.367 -8.749 6.901
C 4.447 -8.033 7.713
C 5.832 -8.011 7.063
C 6.413 -9.389 6.744
C 6.635 -10.250 7.983
H 3.988 -8.105 4.914
H 2.310 -8.628 5.017
H 2.781 -7.058 5.678
H 3.634 -9.799 6.756
H 2.441 -8.745 7.483
H 4.514 -8.495 8.701
H 4.133 -6.999 7.887
H 6.520 -7.482 7.729
H 5.798 -7.422 6.142
H 7.372 -9.250 6.239
H 5.770 -9.920 6.037
H 7.319 -9.761 8.680
H 7.068 -11.214 7.710
H 5.701 -10.453 8.509
*
```

Atomic partial charges in e from the Löwdin method, atoms 1 to 2: -0.119, -0.181

=====

2 unconnected molecules or ions with the total composition C6H13NO in a non-equilibrium geometry. Source: OMol25; level of theory: wB97M-V/def2-TZVPD.

Results
- LUMO level (Eh) = 0.0319
- relative energy (zero: lowest compared OMol25 entry of this formula, charge and spin) (kJ/mol) = 295.1
- HOMO energy (eV) = -8.67
- DFT total energy (eV) = -9968.1156
- molecular weight (g mol⁻¹) = 115.2
- structure (SMILES) = C=C/C=C/CNC.O

ORCA input file:
```
! RIJCOSX wB97M-V def2-TZVPD def2/J DEFGRID3
* xyz 0 1
C -0.698 -3.294 1.238
C -0.047 -2.733 0.222
C 1.018 -1.753 0.451
C 0.928 -0.454 0.671
C 2.075 0.546 0.771
N 1.724 1.846 0.172
C 1.049 1.779 -1.106
H -0.598 -2.964 2.256
H -1.385 -4.123 1.050
H -0.138 -3.074 -0.796
H 2.030 -2.171 0.669
H 0.016 0.093 0.892
H 2.287 0.758 1.815
H 2.951 0.166 0.222
H 1.173 2.442 0.774
H 0.916 2.749 -1.579
H 0.072 1.271 -1.057
H 1.542 1.211 -1.921
O -4.618 2.520 -1.806
H -4.762 3.470 -1.874
H -4.934 2.269 -0.932
*
```

Atomic partial charges in e from the Löwdin method, atoms 1 to 2: 0.004, -0.186

=====

3 unconnected molecules or ions with the total composition H7NO2. Source: OMol25; level of theory: wB97M-V/def2-TZVPD.

Results
- LUMO level (Eh) = 0.0205
- relative energy (zero: lowest compared OMol25 entry of this formula, charge and spin) (kJ/mol) = 32.6
- HOMO energy (eV) = -10.69
- DFT total energy (eV) = -5698.7594
- molecular weight (g mol⁻¹) = 53.1
- structure (SMILES) = N.O.O

ORCA input file:
```
! RIJCOSX wB97M-V def2-TZVPD def2/J DEFGRID3
* xyz 0 1
N -0.093 1.079 -0.056
H -0.172 0.075 -0.123
H 0.756 1.350 -0.538
H -0.902 1.485 -0.512
O -1.724 -2.879 -1.843
H -1.344 -3.119 -0.992
H -1.037 -2.959 -2.509
O 1.840 1.863 2.188
H 1.174 1.797 1.488
H 1.502 1.306 2.898
*
```

Atomic partial charges in e from the Löwdin method, atoms 1 to 2: 0.020, 0.016